Below is a molecular structure, C35H37F3GeN4O5OsS in a non-equilibrium geometry, with properties calculated with wB97M-V/def2-TZVPD.

HOMO level (alpha / beta), eV: -10.35 / -10.36
Total charge: +1
Kohn-Sham gap (alpha / beta), eV: 7.94 / 5.25
Energy above the lowest of the compared OMol25 structures with the same formula, charge and spin, kJ/mol: 0.00
Multiplicity: 6

Last column: Löwdin spin population.
Cartesian coordinates (Å):
Os  -0.4789  1.2861  -0.1172  4.064
N  -6.6487  -3.4729  -3.7647  0.003
C  -5.8764  -2.4132  -3.4003  0.003
C  -5.9054  -1.9347  -2.0807  0.000
C  -5.1062  -0.8821  -1.6944  0.002
C  -4.2706  -0.2829  -2.6285  0.004
C  -4.2325  -0.7335  -3.9438  0.002
C  -5.0245  -1.7914  -4.3281  0.000
S  -3.3793  1.1898  -2.2047  0.018
O  -3.2783  2.0324  -3.3550  0.014
O  -3.9164  1.7328  -0.9913  0.005
N  -1.8048  0.7474  -1.7717  0.190
C  -0.8993  0.5796  -2.7659  0.029
N  0.3527  0.9130  -2.3881  0.087
C  1.3189  0.7888  -3.2900  0.010
C  1.0712  0.3353  -4.5703  0.014
C  -0.2468  0.0020  -4.8593  0.003
N  -1.2167  0.1178  -3.9683  0.014
H  -7.3303  -3.8476  -3.1310  0.000
H  -6.6914  -3.7641  -4.7236  0.000
H  -6.5852  -2.3974  -1.3772  0.000
H  -5.1430  -0.4975  -0.6855  0.000
H  -3.5834  -0.2308  -4.6416  0.000
H  -5.0156  -2.1417  -5.3516  0.000
H  2.3168  1.0689  -2.9794  0.000
H  1.8665  0.2419  -5.2914  0.001
H  -0.5492  -0.3804  -5.8273  0.000
C  1.0807  -5.0330  4.8531  0.000
C  0.7114  -5.7873  3.7503  0.000
C  -0.0429  -5.2139  2.7369  0.000
C  -0.4241  -3.8804  2.8230  0.000
C  -0.0486  -3.1241  3.9314  0.000
C  0.7060  -3.6993  4.9418  0.000
Ge  -1.3609  -2.9492  1.3557  0.000
C  -1.8708  -3.8749  -0.3138  0.000
C  -0.9372  -4.2152  -1.2910  0.000
C  -1.3375  -4.8142  -2.4752  0.000
C  -2.6774  -5.0967  -2.6921  0.000
C  -3.6144  -4.7732  -1.7232  0.000
C  -3.2144  -4.1612  -0.5455  0.000
C  -2.8879  -1.9407  2.0974  0.000
C  -3.4492  -0.8409  1.4631  0.002
C  -4.5070  -0.1583  2.0475  0.000
C  -5.0361  -0.5977  3.2535  0.000
C  -4.5004  -1.7141  3.8759  0.000
C  -3.4297  -2.3828  3.3001  0.000
H  1.6641  -5.4861  5.6429  0.000
H  1.0228  -6.8196  3.6673  0.000
H  -0.3276  -5.8005  1.8720  0.000
H  -0.3382  -2.0804  3.9929  0.000
H  1.0129  -3.1054  5.7925  0.000
H  0.1159  -4.0275  -1.1405  0.000
H  -0.5981  -5.0641  -3.2246  0.000
H  -2.9910  -5.5787  -3.6084  0.000
H  -4.6584  -5.0008  -1.8892  0.000
H  -3.9496  -3.9028  0.2078  0.000
H  -3.0512  -0.4925  0.5175  0.002
H  -4.8997  0.7148  1.5468  0.000
H  -5.8677  -0.0714  3.7017  0.000
H  -4.9065  -2.0567  4.8179  0.000
H  -3.0055  -3.2504  3.7913  0.000
C  3.6230  0.2251  -0.6484  0.001
C  3.0639  0.9732  0.5499  0.006
O  1.9258  1.7973  0.2455  0.085
C  2.2784  3.0396  -0.3781  0.005
C  1.0792  3.9656  -0.3763  0.032
H  4.4911  -0.3501  -0.3307  0.000
H  3.9401  0.9125  -1.4330  0.000
H  2.8779  -0.4577  -1.0553  0.000
H  3.8407  1.6020  0.9961  0.002
H  2.7282  0.2689  1.3048  0.000
H  2.6212  2.8654  -1.4029  0.000
H  3.0999  3.4878  0.1893  0.002
H  0.2435  3.5360  -0.9534  0.015
H  1.3476  4.9174  -0.8305  0.003
H  0.7456  4.1460  0.6438  0.000
C  -1.6215  2.0339  3.8222  0.007
C  -1.2016  1.7666  2.4168  0.036
O  -1.0086  0.5862  2.0157  0.136
O  -1.0322  2.7038  1.5843  0.138
H  -0.9773  1.4800  4.5017  0.001
H  -2.6409  1.6697  3.9521  0.001
H  -1.5836  3.0976  4.0352  0.002
F  0.9416  -1.0889  1.4947  0.006
C  0.3365  -1.9681  0.6724  0.003
F  1.2651  -2.9141  0.4323  0.001
F  0.2317  -1.2790  -0.5439  0.047